(1)
129
Properties=species:S:1:pos:R:3:forces:R:3 method="wB97M-V/def2-TZVPD" molar_mass_g_mol=914.96 orbital_gap_ev=7.769 homo_ev=-9.263
O 0.594 -5.354 3.899 -1.1 -0.1 0.0
O -2.194 0.004 -1.998 0.0 0.1 -0.6
O -0.228 6.220 -4.539 -0.1 0.2 1.0
O -0.549 1.442 -0.330 -0.5 -1.1 -0.4
O 0.295 4.119 0.472 0.1 -0.2 -0.8
O -4.261 -2.141 2.611 0.9 -0.1 -1.1
O 3.291 -5.088 3.352 -1.0 -0.2 0.1
O 0.620 3.417 4.425 0.0 0.7 -0.5
O -3.425 3.271 -6.192 0.0 -0.2 -0.2
O -2.755 4.325 -3.809 -0.4 -0.1 -0.4
O 1.495 -0.634 -3.082 0.4 -0.1 -0.1
O 1.016 1.341 1.171 0.1 -1.2 -0.2
O -0.322 -3.843 -2.423 -0.1 -0.1 -0.1
O 1.027 1.315 -3.799 0.4 0.4 -0.5
O 5.751 -2.919 -0.707 0.0 -0.3 -0.7
O 2.688 -0.584 2.354 0.9 -0.2 0.1
O 1.888 3.187 -1.730 -0.8 -0.1 1.2
O -2.959 -1.041 -4.462 0.5 -0.2 0.5
O -1.621 7.206 -2.476 -0.1 0.0 0.0
O 0.084 -0.764 3.302 0.4 0.3 -0.3
N 1.832 0.476 -3.466 -0.8 -0.4 1.0
N 4.858 -3.243 -3.585 -0.4 -0.4 0.1
N -1.571 4.611 2.830 -0.8 0.3 -1.1
N 0.459 -4.006 0.324 0.6 0.0 -1.0
N -3.834 1.042 0.725 0.6 -1.1 0.9
N -1.397 1.799 2.635 -1.5 0.2 0.9
C 1.074 -4.177 3.501 0.2 -1.0 0.2
C 0.349 0.764 0.246 0.6 2.2 -0.3
C 0.586 -0.677 -0.093 -0.6 0.0 0.2
C 1.901 2.891 4.146 1.0 -0.9 1.1
C -2.778 3.111 -3.924 1.0 -0.6 1.1
C 4.660 -2.233 -1.291 0.3 0.3 -0.5
C -3.531 -1.093 1.999 -2.2 2.1 0.7
C -3.079 1.115 -5.378 0.8 -1.2 -0.2
C 0.986 3.998 -1.859 1.2 1.1 -1.7
C -0.905 6.260 -2.229 0.8 -0.4 0.0
C -3.404 -2.919 3.411 -0.6 -0.5 0.2
C -0.876 -6.035 0.654 0.4 -0.3 0.7
C 4.014 -3.064 -2.385 0.1 -1.3 1.5
C 3.009 -2.839 2.828 0.4 0.7 0.2
C -0.795 5.388 3.793 0.4 -1.4 -0.1
C 3.293 0.783 -3.434 -0.5 -0.1 -0.7
C -5.238 -0.863 0.088 -0.8 -1.3 -0.2
C -1.563 5.407 5.086 0.6 0.6 1.1
C 0.287 -3.101 3.403 -0.8 -0.3 0.4
C 2.534 -4.140 3.245 1.3 0.8 -0.3
C 0.823 4.660 -3.144 -0.9 0.1 -0.3
C 0.592 4.739 3.864 -0.5 -0.1 0.1
C -0.712 5.619 -0.949 -0.1 0.0 0.2
C 0.151 4.605 -0.784 -0.5 -0.6 1.8
C 0.788 -1.750 3.178 -0.6 -1.8 0.6
C -1.098 -2.946 -3.227 1.3 0.4 0.1
C -2.474 2.210 -2.831 0.0 0.0 0.0
C 2.228 -1.753 2.805 0.0 1.5 -1.0
C -0.214 -5.114 -0.373 -0.2 -0.3 -0.1
C -2.780 0.137 -4.307 -1.1 2.5 -0.2
C -1.087 -4.567 -1.497 -0.7 -0.3 0.2
C -0.045 5.677 -3.320 0.3 -0.5 -1.2
C -3.042 2.437 -5.204 -1.4 0.6 -1.4
C 3.698 -4.470 -1.834 -1.6 0.4 1.9
C -4.539 -0.186 1.232 0.4 1.3 -0.2
C -2.478 0.871 -2.991 0.6 -1.4 1.0
C 6.574 -2.158 0.114 0.5 1.3 0.4
H 2.022 0.015 1.955 -0.5 0.4 0.3
H -2.945 -2.304 4.192 0.2 -0.1 0.0
H 0.567 3.178 0.407 0.3 -0.1 0.3
H -1.101 -5.490 1.574 -0.6 0.2 -0.2
H -0.157 -6.761 1.046 0.3 0.1 -0.3
H -1.549 0.410 -1.376 0.1 0.6 0.3
H 0.068 -1.014 -0.990 -0.2 0.2 0.1
H -1.704 -6.675 0.348 -0.3 0.5 -0.3
H -0.898 5.826 5.848 -0.2 0.3 0.0
H -2.247 1.359 2.275 0.2 -0.2 -0.6
H -2.656 -3.449 2.811 0.1 0.2 0.0
H -5.241 0.374 1.857 -0.4 -1.3 0.7
H -1.852 -3.355 -3.902 0.0 -0.6 0.4
H -3.294 0.608 -6.310 -0.2 0.5 -0.2
H 4.522 -5.180 -1.789 0.0 0.0 -0.6
H 6.576 -1.091 -0.147 -0.1 -0.1 -0.4
H 3.736 0.136 -2.687 0.0 0.2 0.1
H -0.771 -3.285 3.539 0.1 0.4 0.2
H 1.620 -0.995 -0.202 0.1 0.3 0.4
H -0.215 -3.354 0.718 -0.3 -0.4 0.1
H -0.647 1.906 1.942 0.3 -0.4 0.0
H -4.033 -3.679 3.877 0.1 0.0 0.1
H -1.568 -5.393 -2.037 -0.3 0.0 0.2
H 7.612 -2.481 0.031 -0.1 -0.3 0.0
H 0.116 -1.091 0.807 0.2 -0.8 -0.3
H -1.839 4.446 5.520 0.0 -0.3 -0.6
H 6.303 -2.123 1.176 -0.3 -0.6 0.0
H 2.732 -4.866 -2.158 0.5 -0.4 -1.1
H -4.485 1.369 0.024 0.6 0.5 -0.4
H -1.746 2.735 2.923 0.7 0.6 -0.1
H -2.961 0.730 0.312 -0.1 0.4 -0.8
H -4.547 -1.418 -0.552 0.2 0.2 -0.1
H 3.400 -4.401 -0.776 0.4 0.4 0.2
H 5.855 -3.139 -3.422 -0.1 0.5 0.5
H 4.049 -2.689 2.573 0.0 -0.3 -0.1
H -2.452 6.035 5.009 0.0 0.0 0.0
H -1.119 1.308 3.482 0.6 -0.1 -0.3
H 4.936 -1.352 -1.887 0.7 0.4 0.7
H 1.358 4.248 -3.988 0.1 0.1 0.0
H -2.456 5.076 2.636 -0.1 -0.1 0.3
H -2.210 2.700 -1.902 0.0 -0.3 0.2
H -0.320 -2.506 -3.851 -0.3 0.4 -0.1
H 0.810 -3.480 -0.479 0.5 0.2 0.3
H 0.531 -5.722 -0.894 0.4 0.2 0.1
H -2.683 -1.280 1.333 0.0 -0.9 0.0
H 4.779 -4.251 -3.615 0.3 -0.1 -1.2
H 3.068 -2.563 -2.609 0.1 0.0 -0.3
H -1.829 -3.884 -1.057 -0.3 -0.2 0.0
H -3.685 4.118 -5.799 0.4 0.1 0.1
H 1.245 5.399 4.443 0.2 -0.1 0.0
H -5.833 -0.194 -0.537 0.3 0.3 0.0
H 0.947 4.669 2.833 0.3 0.2 0.0
H 3.387 1.852 -3.277 0.1 -0.1 0.1
H 2.045 2.493 3.140 -0.3 0.4 -0.2
H 4.006 -1.929 -0.469 -0.5 0.0 -0.3
H 2.703 3.583 4.426 -0.1 0.4 -0.5
H 1.114 -6.124 3.640 0.6 0.4 0.0
H -1.537 -2.168 -2.600 -0.1 -0.1 -0.1
H 3.635 0.462 -4.418 0.2 0.2 0.0
H -0.847 6.955 -4.368 -0.1 0.0 -0.3
H -0.573 6.407 3.456 -0.3 0.1 0.0
H 2.137 2.073 4.834 -0.6 -0.2 0.0
H -1.261 5.949 -0.078 -0.1 0.2 -0.1
H -3.189 -0.480 2.842 0.5 0.1 -0.1
H -1.135 4.599 1.904 0.3 -0.1 0.3
H -5.980 -1.602 0.404 0.2 -0.1 0.3

=====

(2)
108
Properties=species:S:1:pos:R:3:forces:R:3 method="wB97M-V/def2-TZVPD" molar_mass_g_mol=1087.25 charge=-1 orbital_gap_ev=5.896 de_lowest_kcal_mol=28.4 homo_ev=-3.847
Pb 0.442 0.485 1.279 0.3 1.1 -0.5
Cl 0.313 -3.765 2.442 0.3 -0.2 0.1
Cl 1.970 -4.362 0.113 0.1 -0.4 -0.7
S 4.415 0.679 4.561 -0.2 0.0 0.1
S -1.849 3.794 -0.368 0.1 0.1 -0.7
S 2.432 -1.310 1.246 0.2 -0.2 0.0
S 1.617 1.074 3.652 -0.2 -0.1 0.7
S 5.118 -1.221 2.478 -0.2 0.0 -0.1
P -2.082 -0.462 -1.309 0.1 -0.2 -0.3
O -2.857 -1.876 -1.207 0.0 0.7 0.1
O -0.620 -0.599 -0.941 -0.7 -0.3 -0.1
O 6.803 -0.406 4.318 0.5 0.0 0.2
O -2.945 0.497 -0.595 0.0 -0.1 -0.2
O -1.982 -0.152 -2.916 0.2 -0.3 0.9
N 0.193 3.720 1.792 0.7 0.1 -0.4
N 1.321 1.393 -2.342 -0.3 0.2 0.0
N 1.768 -1.230 -1.694 -0.5 0.0 0.4
N 2.670 3.876 0.927 -0.4 0.1 0.0
N -2.930 2.231 1.469 0.3 0.1 0.4
N 3.834 0.379 -1.629 0.5 0.1 0.2
N -1.092 3.494 2.113 -0.4 -0.2 1.4
C -3.032 1.977 -3.351 0.1 -0.3 0.1
C 3.883 3.608 0.495 0.3 -0.1 0.0
C 1.676 0.985 -3.687 0.1 0.1 -0.7
C 1.236 -0.462 -3.945 0.0 0.2 0.2
C 4.755 3.473 2.692 0.0 0.1 -0.1
C -1.296 -3.608 -0.568 -0.4 0.2 -0.2
C 1.855 -4.426 1.862 -0.1 0.1 0.6
C -3.135 -0.968 4.240 -0.1 0.1 0.1
C 3.494 3.791 3.160 -0.2 0.1 -0.3
C -2.027 -0.727 3.312 -0.5 -0.1 0.3
C 0.709 4.381 4.108 0.0 -0.1 -0.3
C 4.000 0.114 -3.051 0.4 0.0 -0.5
C -3.034 0.477 -3.636 -0.7 0.5 -0.8
C -3.654 -2.400 4.092 0.1 0.1 0.0
C 3.455 -0.622 2.467 0.3 0.2 0.4
C 4.966 3.368 1.325 0.0 0.0 0.2
C -1.959 3.101 1.117 -0.4 0.2 -0.3
C 3.536 -1.321 -3.354 -0.1 0.2 0.1
C -2.648 -0.726 5.673 0.0 0.0 -0.1
C 2.450 3.947 2.241 0.8 0.0 -0.2
C -1.900 -3.228 -2.978 -0.2 0.1 0.3
C -4.261 0.016 3.900 0.1 -0.1 0.1
C 2.031 -1.467 -3.116 0.1 -0.2 -0.7
C -2.400 -3.177 -1.532 0.2 -0.9 -0.2
C 3.122 0.270 3.422 0.6 -0.1 -0.2
C -1.152 -0.451 2.528 0.1 -0.4 -0.1
C 1.053 4.047 2.679 -1.1 0.1 0.3
C -2.728 0.236 -5.120 0.0 0.0 0.5
C 5.683 -0.328 3.886 -0.3 0.0 -0.1
C -4.392 -0.130 -3.289 0.2 -0.1 0.0
C -3.624 -4.087 -1.357 0.2 0.3 0.0
C 3.193 1.111 -3.888 -0.2 -0.1 0.3
H -3.993 -4.008 -0.338 0.0 0.0 0.1
H -3.474 -0.820 6.378 -0.1 0.0 0.1
H -3.242 1.652 0.682 0.0 0.2 0.0
H -3.475 0.731 -5.734 -0.1 0.0 -0.1
H 2.378 -0.393 -1.422 -0.2 -0.4 0.2
H 3.992 3.576 -0.583 0.1 0.0 -0.1
H 1.197 1.612 -4.467 0.0 -0.1 0.2
H -2.734 -0.829 -5.336 0.0 -0.2 -0.1
H 0.772 3.487 4.729 0.0 0.0 0.1
H 1.389 5.132 4.504 0.1 0.0 0.1
H -2.847 -3.117 4.222 0.1 -0.1 0.0
H 3.498 2.128 -3.634 0.1 0.1 -0.1
H -2.091 2.417 -3.676 0.2 0.1 0.0
H 3.310 3.857 4.220 -0.1 -0.1 0.1
H 0.746 -0.973 -1.487 0.4 -0.3 -0.1
H -4.426 -3.786 -2.028 -0.1 0.0 -0.1
H -5.129 -0.165 4.532 -0.1 0.0 0.1
H -3.135 2.149 -2.285 0.0 0.1 0.1
H 1.366 -0.697 -5.004 0.0 0.0 0.0
H 1.938 -5.469 2.159 -0.1 0.1 0.0
H -1.311 3.189 3.062 0.1 0.0 -0.2
H 4.070 -2.025 -2.712 0.1 -0.1 0.0
H 3.878 1.364 -1.403 0.0 0.0 0.1
H -1.474 -4.204 -3.199 0.0 -0.1 0.0
H -0.825 -4.531 -0.901 0.0 -0.1 0.0
H -1.143 -2.462 -3.113 0.2 0.0 -0.2
H 5.932 3.097 0.928 0.1 0.0 -0.1
H -1.876 -1.446 5.934 0.1 0.0 0.1
H 3.772 -1.563 -4.391 0.0 0.0 0.0
H -2.757 1.675 2.300 0.1 -0.1 -0.1
H -5.183 0.399 -3.817 0.0 0.0 -0.1
H 1.450 2.387 -2.194 0.0 0.0 0.0
H 0.174 -0.551 -3.709 0.0 0.0 -0.1
H -3.848 2.464 -3.879 -0.1 0.1 -0.1
H -2.225 0.272 5.762 0.1 0.1 0.0
H 5.058 0.209 -3.363 -0.2 -0.1 0.1
H 5.559 3.291 3.388 0.1 0.0 0.1
H -4.414 -1.180 -3.574 -0.1 -0.1 0.0
H -1.711 -3.755 0.426 0.0 0.0 0.1
H 2.024 -2.018 -1.095 0.1 0.1 -0.1
H -1.748 0.633 -5.368 0.2 0.1 0.0
H 1.709 -2.481 -3.387 0.0 0.1 0.1
H -4.075 -2.539 3.099 -0.1 -0.1 -0.1
H -3.928 1.042 4.055 0.0 0.1 0.0
H -4.427 -2.600 4.835 -0.1 0.0 0.0
H -4.553 -0.100 2.859 -0.1 0.0 -0.1
H 0.349 1.185 -2.144 -0.1 0.1 0.1
H -4.559 -0.061 -2.219 -0.2 0.1 0.1
H -0.556 -2.819 -0.511 0.2 -0.1 0.1
H -2.722 -3.035 -3.667 0.0 0.1 -0.1
H 4.501 -0.127 -1.058 0.1 0.0 0.1
H -3.360 -5.122 -1.559 0.1 -0.1 0.0
H -0.304 4.781 4.160 0.0 0.0 0.0
H 3.425 0.938 -4.942 0.0 0.1 0.0
H 2.663 -3.807 2.251 -0.2 -0.1 0.0

=====

(3)
35
Properties=species:S:1:pos:R:3:forces:R:3 method="wB97M-V/def2-TZVPD" molar_mass_g_mol=214.29 charge=+1 orbital_gap_ev=9.185 de_lowest_kcal_mol=143.2 homo_ev=-12.562
O 1.067 1.361 0.608 -0.1 0.1 -0.1
O 1.447 -1.727 -0.420 -2.9 1.6 -1.1
N -1.986 -0.626 -0.443 -1.5 -0.5 -1.5
N -0.596 -0.846 -2.475 2.3 -0.7 -1.8
N -1.661 0.717 -0.162 1.8 -2.8 4.3
C -3.125 -0.199 1.579 2.0 0.9 -1.8
C 0.351 -0.804 -0.390 2.6 -2.9 0.0
C -2.424 -1.288 0.820 3.2 -1.0 0.6
C -0.896 -1.305 -1.136 0.1 -0.2 0.9
C 0.448 0.407 0.056 -2.4 0.6 0.1
C -2.497 1.132 1.016 2.1 -2.2 2.1
C 2.599 -1.352 0.288 -0.4 2.4 0.9
C 1.483 2.446 -0.265 2.9 2.7 0.5
C 2.277 -1.270 1.779 -1.7 2.2 0.6
C 1.877 2.046 -1.635 1.3 -0.4 -2.8
H -1.058 -1.275 -3.297 -0.4 0.1 1.2
H 0.714 3.212 -0.299 -0.3 -0.1 0.4
H 1.364 -1.849 2.014 0.8 -0.5 -0.2
H -4.143 -0.188 1.417 -2.2 -0.1 -0.9
H -1.726 1.484 1.798 -1.8 0.4 -1.3
H 3.279 -2.088 0.025 1.4 -1.6 -0.1
H 3.052 -0.386 -0.097 -0.6 -0.8 0.3
H 3.132 -1.588 2.373 -0.2 0.3 0.3
H -1.103 -2.417 -1.041 0.5 1.3 0.1
H 1.825 -0.200 2.090 1.9 -2.2 -0.5
H 1.091 1.724 -2.334 -0.2 -0.6 0.8
H -1.833 1.383 -0.808 -0.5 1.8 -3.7
H -3.365 1.670 0.713 0.1 1.5 -0.1
H 2.459 2.919 0.230 -2.4 -1.1 -0.6
H 0.449 -1.120 -2.676 -2.5 0.9 0.6
H -1.370 -1.697 1.388 -2.9 1.0 -1.1
H -3.059 -0.245 2.606 0.7 -0.3 2.3
H -3.065 -2.159 0.609 0.5 0.4 -0.1
H 2.692 1.288 -1.577 -0.7 0.3 -0.2
H 2.301 2.839 -2.353 -0.3 -0.4 1.9

=====

(4)
15
Properties=species:S:1:pos:R:3:forces:R:3 method="wB97M-V/def2-TZVPD" molar_mass_g_mol=100.12 orbital_gap_ev=10.708 de_lowest_kcal_mol=54.5 homo_ev=-9.637
O 2.296 0.842 -0.629 -0.3 0.1 -0.3
O 0.566 -0.482 -1.015 0.0 -0.6 0.3
C 1.708 -0.303 -0.121 -0.3 -0.5 -0.2
C 0.777 -0.105 1.085 0.0 0.0 0.2
C -1.678 -0.697 0.065 -0.1 -0.2 0.1
C -1.487 0.795 -0.137 0.0 0.2 -0.1
C -0.322 -0.118 0.043 -0.4 -0.1 0.2
H -1.743 1.456 0.689 0.1 -0.1 -0.2
H 0.937 0.828 1.628 0.0 -0.1 -0.1
H -2.062 -1.067 1.009 -0.1 0.1 -0.1
H 2.390 -1.163 -0.110 -0.1 0.2 -0.1
H -1.683 1.205 -1.124 0.0 -0.1 0.1
H 1.562 0.959 -1.278 1.1 1.1 -0.1
H -1.942 -1.279 -0.814 0.0 0.1 0.2
H 0.737 -0.958 1.766 0.1 0.1 -0.1

=====

Record-wise energy values, in eV: -89323.135, -148509.187, -19247.516, -9407.470